1.
Below is 11 unconnected molecules or ions with the total composition C43H89BCl20NO7 in a non-equilibrium geometry, with properties calculated with ωB97M-V/def2-TZVPD.

Calculated values
maximum force = 0.0209 Eh/bohr
E = -11502.09162 hartree
HOMO-LUMO gap = 6.721 eV
charge = -1
lowest unoccupied orbital energy = 1.49 eV
HOMO energy = -0.19224 Eh

Positions of all 161 atoms, in Å:
H -3.56 2.26 -0.22
H 5.58 3.26 0.16
C 3.75 -6.22 -4.50
O 0.54 1.16 -1.17
Cl 7.22 -2.20 1.93
Cl -9.32 -5.50 -8.34
H 0.18 -1.04 -1.76
O -0.80 3.62 -1.27
C 4.35 4.06 -3.91
H 4.04 -3.90 2.71
Cl -4.49 0.76 -2.08
H 3.71 -0.03 5.38
H 0.12 -2.98 3.97
C 3.44 -3.15 2.19
H 9.28 -3.06 1.18
H 3.94 2.68 -5.51
Cl 5.99 3.42 -3.61
C 4.75 1.29 0.62
H -2.73 4.10 -1.37
H -3.18 1.31 1.88
H -6.79 -2.97 -7.41
H 1.28 -3.26 -1.69
C -7.55 -3.73 -7.22
Cl -8.18 4.26 7.86
C 1.96 -1.26 5.26
Cl -4.55 -1.23 3.07
Cl -3.83 -2.94 -8.03
H -6.90 2.49 7.00
H 4.55 -6.43 -5.22
C 5.02 -0.68 -5.63
C 1.35 -1.75 -0.10
H -2.96 -1.33 -5.79
H -4.04 3.21 -3.51
C -8.89 2.11 6.32
H -4.33 3.72 0.49
H -8.61 1.12 5.97
H -8.21 -1.43 2.69
H -2.96 2.92 6.11
H -8.89 2.79 5.47
Cl -6.25 3.58 -2.77
H 3.11 3.69 0.46
H 8.81 -1.59 0.31
C -2.86 -0.75 -6.71
H 3.73 4.12 -1.12
C -5.01 2.81 -3.80
H 3.85 0.72 0.41
C -5.03 1.30 -3.68
H 2.74 -2.25 -1.65
C 8.45 -2.55 0.69
H 3.70 3.59 -3.18
N -0.50 2.04 4.56
C 2.76 -3.84 -0.23
H -4.35 0.89 -4.42
H -4.93 4.49 6.33
Cl -4.23 3.96 8.50
H 2.39 -3.42 2.35
H 3.75 -1.50 6.33
H 3.95 -0.84 -5.75
H 5.26 -1.45 4.27
C 7.88 -3.36 -0.44
H -1.19 0.57 -0.15
H 0.24 4.02 0.52
H -0.36 -2.05 5.40
H -7.09 -4.58 -6.74
Cl 4.71 -1.55 -3.07
H -2.63 -1.07 -8.82
C 0.39 1.86 3.40
H -2.84 4.36 5.10
O 1.54 1.65 0.85
H -2.04 -0.05 -6.59
H -5.23 3.10 -4.82
Cl -4.36 0.21 -6.90
C 3.46 -1.10 5.36
H 5.60 0.64 0.34
H -6.20 -2.91 3.08
H 4.38 5.13 -3.73
H -7.14 -0.02 2.71
C 4.90 1.54 2.12
Cl 4.50 -6.25 -2.89
H 0.95 -0.18 1.67
H 2.81 -4.90 -5.88
H 6.45 -0.30 -4.06
C -0.10 0.37 -0.20
C 3.80 -3.19 0.69
H 1.50 -0.71 6.10
Cl 1.67 -4.54 -3.86
H 2.01 -4.35 0.38
C 0.26 -2.87 5.05
H 4.32 2.41 2.45
C -3.51 3.00 0.58
H 6.99 -2.90 -0.85
Cl -10.56 2.00 6.93
C -4.00 4.65 6.87
H -1.73 5.28 -0.50
H 0.80 2.83 3.13
H -0.78 -1.73 -0.47
H -0.96 1.15 4.74
C 0.42 3.66 -0.50
Cl 7.46 -5.02 0.06
H 4.03 -2.19 0.33
H -6.15 -2.02 1.55
H 2.76 -1.20 2.80
C -2.61 -1.64 -7.90
C 3.12 -4.89 -4.83
C 3.86 3.74 -5.30
H 0.02 2.32 5.38
H -5.19 1.51 2.88
C -0.40 1.34 2.20
Cl 4.76 4.62 -6.57
Cl -1.28 4.39 6.85
H -1.16 0.62 2.56
H 5.95 1.68 2.41
O 1.63 -2.63 5.34
Cl 5.85 -2.16 -6.21
C -3.68 2.28 1.90
H -7.43 -4.43 -9.23
H -3.22 2.85 2.72
H 2.82 4.04 -5.39
H 4.94 0.61 -3.94
H 4.32 -2.91 4.57
H -8.76 -3.30 -8.96
C -7.27 -1.04 3.07
H 1.09 -2.25 0.84
O 2.62 2.41 -1.14
C -8.20 -4.12 -8.52
H 5.33 0.13 -6.28
Cl -8.72 -3.02 -6.08
H 3.02 -7.03 -4.54
O -5.08 2.09 2.12
C 2.00 -2.77 -1.04
H -0.93 2.19 1.78
H 8.62 -3.45 -1.24
H -0.04 -3.78 5.57
H 1.55 -0.80 4.35
H -8.00 1.95 8.27
H 3.21 -4.55 -0.92
C -7.92 2.56 7.38
H 4.53 0.67 2.67
Cl -7.42 -0.96 4.85
H 1.25 1.21 3.61
H 4.72 -3.78 0.61
B 1.31 2.23 -0.51
H 4.39 -1.24 2.20
C 3.51 3.26 -0.47
C 0.55 0.72 1.17
H -1.64 -2.12 -7.80
C 4.25 -1.86 4.28
H -3.84 5.72 6.99
O -2.23 3.61 0.58
C 5.37 -0.35 -4.20
H 2.08 -0.96 0.09
H -6.03 0.90 -3.86
C -6.13 -1.92 2.64
C -1.89 4.20 -0.66
H 5.18 2.25 -1.23
C -2.86 4.00 6.13
C 3.69 -1.77 2.85
C 0.09 -1.09 -0.67
C 4.84 2.55 -0.24
H 3.82 -4.07 -4.68
H 1.05 4.42 -0.99

Mulliken atomic charge list, values in e, 99 entries: atom 1 (H): -0.2514, atom 2 (H): 0.3719, atom 3 (C): -0.4925, atom 4 (O): -0.6543, atom 5 (Cl): -0.0839, atom 6 (Cl): -0.1926, atom 7 (H): 0.4567, atom 8 (O): -0.2721, atom 9 (C): 0.1117, atom 10 (H): 0.7466, atom 11 (Cl): -0.1367, atom 12 (H): 0.3867, atom 13 (H): 0.1565, atom 14 (C): -1.2878, atom 15 (H): 0.3521, atom 16 (H): 0.1213, atom 17 (Cl): -0.1984, atom 18 (C): 0.9828, atom 19 (H): 0.2316, atom 20 (H): -0.0240, atom 21 (H): 0.0424, atom 22 (H): 0.0880, atom 23 (C): -0.1793, atom 24 (Cl): -0.1898, atom 25 (C): 0.2856, atom 26 (Cl): -0.0892, atom 27 (Cl): -0.1752, atom 28 (H): 0.1774, atom 29 (H): 0.3071, atom 30 (C): -0.6043, atom 31 (C): 2.6817, atom 32 (H): 0.3490, atom 33 (H): 0.2023, atom 34 (C): 0.0295, atom 35 (H): 0.5435, atom 36 (H): -0.1371, atom 37 (H): 0.3798, atom 38 (H): 0.2614, atom 39 (H): 0.3358, atom 40 (Cl): -0.1999, atom 41 (H): 0.3252, atom 42 (H): 0.3082, atom 43 (C): -0.4544, atom 44 (H): 0.4422, atom 45 (C): -0.3810, atom 46 (H): -0.8258, atom 47 (C): 0.0542, atom 48 (H): -0.4578, atom 49 (C): -0.6048, atom 50 (H): -0.3534, atom 51 (N): -0.2525, atom 52 (C): -0.8653, atom 53 (H): -0.3110, atom 54 (H): 0.2921, atom 55 (Cl): -0.2048, atom 56 (H): 0.1349, atom 57 (H): 0.4206, atom 58 (H): 0.3353, atom 59 (H): 0.2340, atom 60 (C): -0.2796, atom 61 (H): -0.1423, atom 62 (H): 0.3384, atom 63 (H): 0.2986, atom 64 (H): 0.3237, atom 65 (Cl): -0.0571, atom 66 (H): 0.3068, atom 67 (C): -0.7498, atom 68 (H): 0.1688, atom 69 (O): 0.1186, atom 70 (H): 0.3568, atom 71 (H): 0.3487, atom 72 (Cl): -0.2037, atom 73 (C): -1.1518, atom 74 (H): 0.5171, atom 75 (H): 0.3648, atom 76 (H): 0.4862, atom 77 (H): 0.2179, atom 78 (C): -1.3217, atom 79 (Cl): -0.1542, atom 80 (H): -1.0711, atom 81 (H): 0.3775, atom 82 (H): 0.3353, atom 83 (C): 1.6668, atom 84 (C): 0.7442, atom 85 (H): 0.5193, atom 86 (Cl): -0.1830, atom 87 (H): 0.5183, atom 88 (C): -0.6425, atom 89 (H): 0.3808, atom 90 (C): 0.0877, atom 91 (H): 0.1127, atom 92 (Cl): -0.2092, atom 93 (C): -0.4607, atom 94 (H): 0.2463, atom 95 (H): 0.2243, atom 96 (H): 0.3999, atom 97 (H): 0.1582, atom 98 (C): -0.8421, atom 99 (Cl): -0.2028

***

2.
Below is 7 unconnected molecules or ions with the total composition C43H89N3O11S4 in a non-equilibrium geometry, with properties calculated with ωB97M-V/def2-TZVPD.

Calculated values
maximum force = 0.0910 Eh/bohr
E = -4276.15712 hartree
HOMO-LUMO gap = 8.259 eV
lowest unoccupied orbital energy = 0.30 eV
HOMO energy = -0.29243 Eh
SMILES = CC1(C)CCCC(C)(C)N1O.CC1(C)CCCC(C)(C)N1O.CC1(C)CCCC(C)(C)N1O.O=S1(=O)CCCC1.O=S1(=O)CCCC1.O=S1(=O)CCCC1.O=S1(=O)CCCC1
energy relative to the best compared isomer or geometry (same formula, charge and spin) = 0.0 kcal per mole

Positions of all 150 atoms, in Å:
H -2.39 0.38 4.86
S -1.53 -4.85 0.84
O -1.34 -3.45 1.17
C 4.82 -2.85 -1.13
C -0.42 0.94 9.47
C 0.98 -1.23 6.74
C 1.84 4.57 -1.58
C 3.31 -3.31 -1.06
H -3.90 1.55 -3.36
O -1.07 -5.81 1.83
C -4.79 3.37 1.14
H -1.70 -1.32 9.39
H 1.58 0.06 8.30
C 3.72 -5.89 -0.94
C -3.25 -5.11 0.21
O -0.36 -1.75 -2.23
O -2.85 3.41 -1.86
H 4.80 -5.80 -1.08
N 2.00 3.37 -3.74
H 2.05 -6.21 -2.10
C 0.99 -0.05 5.76
H -2.10 -6.25 -1.89
C 2.18 -5.01 -4.35
S -5.43 1.94 2.00
H 1.27 -0.33 4.74
H 1.83 0.58 6.05
H -3.05 -3.48 -1.20
C -0.45 1.57 -0.25
C 4.57 -4.74 -3.87
H 5.04 1.96 -2.89
C 3.18 -4.73 -3.23
H 2.59 2.18 -1.17
C 4.06 1.58 -2.60
C -0.01 2.14 4.89
C -1.53 -0.77 0.08
C 3.95 4.95 -2.91
C 3.28 -4.62 -0.20
C 0.78 -0.64 8.09
H -0.73 0.40 10.36
H 2.33 -4.42 -5.25
H -5.62 3.46 0.44
C -4.27 4.34 2.25
C 1.45 1.85 -5.53
C -1.43 -0.13 4.92
H 0.00 1.46 -2.42
H 1.14 -4.88 -4.03
H 5.28 -2.76 -0.14
C -4.53 4.59 -3.71
H -3.34 -6.19 0.23
H 0.51 1.52 -5.10
H -6.32 3.87 -4.81
S -1.15 -0.61 -1.70
H 1.73 -2.35 -3.36
H 3.51 5.74 -3.52
H -0.06 -4.20 -1.15
H 4.79 -3.70 -4.12
H 1.49 -2.68 -0.01
N 2.78 -3.55 -2.46
H 2.34 -4.76 0.34
H -5.10 4.96 2.56
H -1.97 -1.58 7.63
C -3.17 -4.56 -1.24
H -2.79 3.04 3.31
C -1.85 -0.84 8.42
H 0.87 4.08 -1.52
H 1.87 1.01 -6.08
H -0.86 2.83 4.89
H -4.20 5.34 -4.43
H -4.05 -4.77 0.88
C -0.70 -5.02 -0.83
H 4.53 -5.33 -4.79
O 2.67 -2.47 -3.23
H -1.62 -4.83 -2.84
H -4.87 5.20 -2.87
H -1.59 2.71 7.11
H 2.29 -6.03 -4.73
S -2.93 3.66 -3.29
H -2.40 1.23 0.81
C -0.03 0.86 -1.51
N -0.77 1.10 7.07
H -0.68 -1.34 0.46
H -4.00 3.09 -5.99
H 3.66 3.95 -5.94
C 3.35 2.70 -1.75
H -3.97 2.96 0.55
H 1.60 5.57 -1.93
C 3.79 2.97 -5.48
H -0.01 -5.86 -0.73
H -5.98 2.94 -3.49
H 4.72 3.07 -4.91
C -4.82 2.37 3.69
H 3.96 3.08 -0.94
H -0.99 0.77 1.57
O -1.78 4.24 -3.95
O -1.90 1.81 7.16
H 5.45 -3.57 -1.66
H 3.99 -4.42 0.60
H 1.07 2.50 -6.31
H 0.82 -1.48 8.79
H 0.42 1.88 0.33
H 1.88 -1.85 6.75
C 2.47 -2.28 -0.30
C -3.38 2.11 -4.13
O -4.78 0.71 1.56
C -0.57 0.14 8.20
H 0.58 1.23 9.78
O -6.90 1.95 2.20
H -2.47 1.58 -4.42
H 0.98 0.48 -1.38
C -3.78 3.46 3.52
H 4.75 4.46 -3.45
H -1.47 -1.09 5.43
C -1.85 -5.19 -1.84
H 2.45 0.48 -3.47
C 3.10 -6.02 -2.33
H 2.91 -1.86 0.61
H 3.68 -6.78 -0.33
C -4.50 2.59 -5.15
H -2.79 -0.28 8.37
H -5.67 2.88 4.14
H 5.06 -1.99 -1.75
H 3.51 -6.86 -2.89
H 0.18 1.91 3.85
H 4.42 5.33 -2.00
H -4.97 1.68 -5.53
H 0.87 2.64 5.30
C -5.45 3.49 -4.27
C -0.38 0.79 5.66
H -0.96 1.88 9.46
H -2.41 -1.39 0.26
H 4.43 0.87 -1.87
H 5.47 -5.05 -3.34
H -4.70 1.43 4.23
H -0.87 2.50 -0.62
H 0.39 4.26 -4.11
H 2.24 -1.44 -0.95
H 2.20 4.66 -0.55
H 0.31 -2.04 6.47
C 3.20 1.19 -3.83
H -4.05 -4.89 -1.79
C -1.48 0.69 0.60
O -2.38 -0.13 -2.36
H 3.82 0.56 -4.46
H 3.87 2.45 -6.43
C 2.61 2.39 -4.64
H -3.45 4.94 1.85
H -1.03 -0.23 3.91
H -3.83 4.15 4.37
O 1.30 4.42 -4.35
C 2.79 3.90 -2.54

Mulliken atomic charge list, values in e, 99 entries: atom 1 (H): 0.1228, atom 2 (S): 0.9026, atom 3 (O): -0.4527, atom 4 (C): -1.7171, atom 5 (C): -1.7162, atom 6 (C): -0.6921, atom 7 (C): -1.6000, atom 8 (C): 1.5123, atom 9 (H): 0.2820, atom 10 (O): -0.7298, atom 11 (C): 0.0463, atom 12 (H): 0.4877, atom 13 (H): 0.3566, atom 14 (C): -0.9522, atom 15 (C): -0.8392, atom 16 (O): -0.2866, atom 17 (O): -0.4533, atom 18 (H): 0.3976, atom 19 (N): 1.2138, atom 20 (H): 0.2371, atom 21 (C): -1.3980, atom 22 (H): 0.3967, atom 23 (C): -1.9491, atom 24 (S): 1.0861, atom 25 (H): 0.5506, atom 26 (H): 0.3605, atom 27 (H): -0.0093, atom 28 (C): -0.8903, atom 29 (C): -1.9007, atom 30 (H): 0.4566, atom 31 (C): 1.4359, atom 32 (H): -0.1720, atom 33 (C): -1.0261, atom 34 (C): -1.2858, atom 35 (C): -0.4658, atom 36 (C): -1.7232, atom 37 (C): -0.9983, atom 38 (C): -1.1425, atom 39 (H): 0.3855, atom 40 (H): 0.3978, atom 41 (H): 0.4956, atom 42 (C): -0.9875, atom 43 (C): -1.8920, atom 44 (C): -1.1853, atom 45 (H): 0.1037, atom 46 (H): 0.1589, atom 47 (H): 0.4666, atom 48 (C): -0.7828, atom 49 (H): 0.3935, atom 50 (H): 0.1806, atom 51 (H): 0.3707, atom 52 (S): 0.6928, atom 53 (H): 0.3094, atom 54 (H): 0.3965, atom 55 (H): -0.4453, atom 56 (H): 0.3481, atom 57 (H): 0.0046, atom 58 (N): 1.0501, atom 59 (H): 0.2926, atom 60 (H): 0.3467, atom 61 (H): 0.3074, atom 62 (C): -0.3647, atom 63 (H): -0.0730, atom 64 (C): -1.6219, atom 65 (H): 0.0903, atom 66 (H): 0.4655, atom 67 (H): 0.3044, atom 68 (H): 0.3566, atom 69 (H): 0.4373, atom 70 (C): 0.3047, atom 71 (H): 0.4625, atom 72 (O): -0.3810, atom 73 (H): 0.3703, atom 74 (H): 0.4208, atom 75 (H): 0.3746, atom 76 (H): 0.5144, atom 77 (S): 0.9006, atom 78 (H): -1.0975, atom 79 (C): 1.1385, atom 80 (N): 0.3654, atom 81 (H): 0.1917, atom 82 (H): 0.3441, atom 83 (H): 0.3716, atom 84 (C): -0.8601, atom 85 (H): -0.2645, atom 86 (H): 0.4139, atom 87 (C): -1.8735, atom 88 (H): 0.3815, atom 89 (H): 0.2890, atom 90 (H): 0.2923, atom 91 (C): -0.8736, atom 92 (H): 0.6455, atom 93 (H): -0.4571, atom 94 (O): -0.7478, atom 95 (O): -0.4748, atom 96 (H): 0.3499, atom 97 (H): 0.4651, atom 98 (H): 0.3639, atom 99 (H): 0.4027